Entry 1:
Computed, not measured: a cluster of 3 separate species, C17H28NO9PS2 in total at a distorted geometry, with ωB97M-V/def2-TZVPD.

```
58
C17H28NO9PS2 ωB97M-V/def2-TZVPD
C -1.986 0.042 -1.485
C -0.686 0.917 -1.486
C -0.866 2.344 -2.036
O -1.824 3.153 -1.335
C -1.797 2.968 0.009
C -2.898 2.590 0.644
C -2.815 2.354 2.145
O -3.731 2.514 2.873
C -1.447 1.840 2.628
C -0.345 2.219 2.008
P 1.356 1.688 2.422
N 2.291 2.830 2.896
O 1.940 0.999 1.039
O 1.203 0.453 3.508
C -0.500 3.177 0.810
O 0.308 3.974 0.516
H -2.837 0.480 -2.022
H -1.737 -0.911 -1.949
H -2.254 -0.208 -0.441
H 0.029 0.417 -2.169
H -0.228 0.862 -0.483
H 0.134 2.815 -2.123
H -1.236 2.258 -3.073
H -3.817 2.459 0.067
H -1.403 1.136 3.469
H 2.605 2.564 3.833
H 1.354 0.247 0.829
H 1.623 -0.328 3.100
C 5.396 0.857 4.081
C 6.717 0.092 4.229
C 6.563 -1.233 3.474
S 5.371 -0.927 2.167
O 4.185 -1.715 2.428
O 6.041 -0.960 0.892
C 5.026 0.766 2.606
H 5.488 1.893 4.406
H 4.624 0.379 4.691
H 7.527 0.677 3.788
H 6.970 -0.079 5.276
H 7.501 -1.560 3.032
H 6.163 -2.016 4.117
H 3.982 0.984 2.408
H 5.667 1.407 2.001
C -4.576 -4.217 -4.567
C -5.705 -3.187 -4.693
C -5.376 -2.027 -3.747
S -3.588 -1.988 -3.607
O -3.234 -2.323 -2.252
O -3.081 -0.814 -4.272
C -3.278 -3.420 -4.631
H -4.623 -4.967 -5.356
H -4.652 -4.731 -3.606
H -5.751 -2.821 -5.722
H -6.676 -3.623 -4.458
H -5.725 -1.074 -4.137
H -5.787 -2.193 -2.752
H -2.417 -3.966 -4.250
H -3.081 -3.066 -5.644
```

Computed properties:
E_tot: -2534.16991 a.u.
Lowest unoccupied orbital energy: -0.78 eV

---

Entry 2:
Computed, not measured: a structure of composition C22H45HfN2P3S at a distorted geometry, with ωB97M-V/def2-TZVPD.

```
74
C22H45HfN2P3S ωB97M-V/def2-TZVPD
Hf 0.922 0.027 0.150
P -0.337 1.968 1.558
P -3.285 -1.176 -0.586
P 3.018 1.427 -0.178
H 2.102 -1.817 -3.664
C 2.633 -1.417 -2.781
C 2.506 -2.157 -1.671
H 2.027 -3.153 -1.806
C -0.923 3.531 0.754
C -1.814 1.757 2.661
C 0.823 2.709 2.796
C -4.629 -1.945 -1.429
C -3.409 -1.251 1.180
C -3.072 0.471 -1.199
C 4.245 0.838 -1.382
C 4.061 1.486 1.328
C 2.683 3.130 -0.808
H 3.374 -0.634 -3.016
H 2.996 -1.974 -0.702
H -1.228 4.285 1.503
H -1.764 3.302 0.091
H -0.136 3.954 0.123
H -1.829 2.505 3.478
H -1.810 0.756 3.094
H -2.743 1.808 2.073
H 0.284 3.410 3.451
H 1.665 3.221 2.309
H 1.256 1.932 3.437
H -5.451 -2.201 -0.736
H -4.290 -2.875 -1.904
H -5.037 -1.243 -2.180
H -4.212 -0.537 1.435
H -2.502 -0.948 1.715
H -3.695 -2.268 1.500
H -3.799 0.606 -2.007
H -2.102 0.581 -1.694
H -3.198 1.242 -0.428
H 5.119 1.503 -1.469
H 3.671 0.941 -2.317
H 4.488 -0.227 -1.213
H 4.920 2.155 1.150
H 4.402 0.452 1.535
H 3.478 1.850 2.189
H 3.629 3.551 -1.185
H 2.238 3.766 -0.026
H 1.972 3.051 -1.647
C -0.670 -0.842 -3.074
C -0.425 0.511 -3.327
C -1.062 1.069 -4.428
C -1.900 0.307 -5.238
C -1.921 -1.085 -5.104
C -1.342 -1.669 -3.996
S -0.268 -1.543 -1.491
H -2.126 -1.857 -1.048
H 0.204 1.067 -2.613
H -0.819 2.117 -4.674
H -2.513 0.815 -5.971
H -2.313 -1.727 -5.903
H -1.406 -2.736 -3.787
C 1.522 -1.043 5.242
C 1.058 -1.486 3.909
C 0.309 -2.586 3.487
C 0.185 -2.544 2.118
N 0.824 -1.421 1.662
N 1.371 -0.841 2.776
C -0.539 -3.467 1.236
H 0.664 -0.970 5.938
H 2.197 -1.818 5.657
H 2.043 -0.062 5.188
H -0.145 -3.330 4.125
H 2.034 -0.075 2.719
H -0.592 -4.459 1.712
H -1.591 -3.144 1.128
H -0.031 -3.578 0.275
```

Computed properties:
Total charge: +4
E_tot: -2443.50456 a.u.
Lowest unoccupied orbital energy (spin up / spin down): -13.46 / -13.91 eV

---

Entry 3:
Computed, not measured: a structure of composition C21H57F6NO14S2V at a distorted geometry, with ωB97M-V/def2-TZVPD.

```
102
C21H57F6NO14S2V ωB97M-V/def2-TZVPD
V 1.667 -2.099 2.219
C -0.109 -0.182 0.127
O 1.058 -0.781 0.569
H -0.077 -0.229 -0.962
H -1.013 -0.660 0.506
H -0.288 0.845 0.445
C 0.683 -2.652 6.265
F 0.741 -3.413 7.340
F -0.541 -2.094 6.155
F 1.598 -1.711 6.329
S 1.113 -3.785 4.760
O 2.541 -3.573 4.476
O 0.822 -5.181 5.165
N 0.275 -3.129 3.371
S -0.980 -4.063 3.337
O -0.713 -5.338 2.737
O -1.829 -4.104 4.544
C -2.038 -3.061 2.034
F -1.438 -3.103 0.836
F -3.177 -3.635 1.904
F -2.189 -1.816 2.350
C -0.696 1.492 -4.026
C -1.686 1.559 -5.193
O -1.950 0.298 -5.730
H -0.275 2.488 -3.886
H 0.197 0.914 -4.261
H -1.185 1.224 -3.089
H -1.284 2.143 -6.021
H -2.611 1.995 -4.816
H -1.118 -0.071 -6.035
C -3.340 2.718 -0.733
C -4.232 2.858 -1.971
O -5.249 1.856 -1.944
H -2.790 1.781 -0.822
H -3.891 2.820 0.202
H -2.591 3.509 -0.699
H -3.664 2.703 -2.888
H -4.692 3.841 -2.078
H -5.911 2.071 -2.605
C 1.195 -4.137 -3.504
C 0.613 -2.924 -2.768
O 1.229 -2.975 -1.501
H 2.274 -4.054 -3.629
H 0.803 -4.263 -4.513
H 1.000 -5.067 -2.970
H -0.415 -3.264 -2.645
H 0.660 -1.973 -3.299
H 0.935 -2.174 -1.061
C 4.678 1.081 -2.597
C 3.294 0.597 -2.194
O 3.127 0.881 -0.822
H 4.862 2.137 -2.402
H 4.882 0.986 -3.664
H 5.507 0.587 -2.089
H 3.251 -0.490 -2.264
H 2.460 0.933 -2.810
H 2.359 0.401 -0.504
C -2.484 1.975 2.654
C -3.248 3.093 3.391
O -2.242 3.824 4.061
H -2.052 1.337 3.426
H -1.693 2.278 1.967
H -3.119 1.350 2.026
H -4.008 2.768 4.101
H -3.698 3.753 2.649
H -2.030 3.260 4.809
C 1.374 4.049 -1.698
C 0.800 3.980 -0.330
O 0.859 5.303 0.187
H 2.327 4.577 -1.677
H 0.666 4.526 -2.377
H 1.616 3.055 -2.072
H 1.409 3.296 0.262
H -0.226 3.617 -0.389
H 0.537 5.289 1.091
C 4.740 -1.730 0.031
C 4.435 -1.160 1.439
O 3.850 -2.198 2.165
H 5.321 -2.652 -0.008
H 5.286 -1.044 -0.618
H 3.769 -1.877 -0.441
H 3.810 -0.268 1.401
H 5.360 -0.989 1.989
H 4.507 -2.892 2.251
C 1.083 1.675 3.407
C 0.848 0.265 3.982
O 2.018 -0.543 3.818
H 1.265 1.738 2.335
H 1.933 2.202 3.840
H 0.171 2.248 3.574
H -0.032 -0.226 3.567
H 0.597 0.302 5.042
H 2.732 -0.210 4.366
C -2.765 -1.714 -2.175
C -3.684 -1.198 -3.248
O -3.309 -1.758 -4.458
H -2.787 -2.803 -2.124
H -2.987 -1.307 -1.189
H -1.750 -1.402 -2.420
H -3.510 -0.130 -3.375
H -4.738 -1.289 -2.986
H -2.804 -1.086 -4.922
```

Computed properties:
Total charge: -1
2S+1: 5
E_tot: -4281.84264 a.u.
Lowest unoccupied orbital energy (spin up / spin down): 2.08 / 2.08 eV

---

Entry 4:
Computed, not measured: a structure of composition C38H35N2O2P2SSbSe4Y at a distorted geometry, with ωB97M-V/def2-TZVPD.

```
86
C38H35N2O2P2SSbSe4Y ωB97M-V/def2-TZVPD
Y -1.302 0.469 -2.057
C -8.520 0.273 0.301
C -7.040 0.534 0.341
C -6.154 -0.229 -0.414
C -4.794 0.031 -0.391
C -4.312 1.065 0.394
C -5.172 1.829 1.167
C -6.531 1.563 1.133
S -2.585 1.486 0.409
O -2.308 2.209 -0.839
O -2.338 2.199 1.633
N -1.750 0.167 0.182
C -1.961 -0.967 0.933
C -2.461 -0.967 2.248
C -2.625 -2.187 2.877
C -2.267 -3.359 2.219
C -1.751 -3.252 0.936
N -1.611 -2.091 0.308
H -8.739 -0.654 -0.228
H -9.040 1.085 -0.212
H -8.933 0.202 1.308
H -6.524 -1.035 -1.036
H -4.131 -0.575 -0.997
H -4.769 2.619 1.786
H -7.207 2.164 1.731
H -2.684 -0.036 2.748
H -3.012 -2.220 3.888
H -2.377 -4.330 2.684
H -1.435 -4.131 0.381
C 3.220 0.789 -0.170
C 2.884 0.391 1.275
P 1.607 -0.948 1.341
C 2.569 -2.251 0.466
C 2.182 -2.570 -0.832
C 2.909 -3.477 -1.593
C 4.027 -4.086 -1.048
C 4.420 -3.784 0.251
C 3.700 -2.868 1.003
C 1.789 -1.534 3.071
C 1.143 -2.732 3.388
C 1.178 -3.245 4.673
C 1.848 -2.558 5.678
C 2.481 -1.362 5.381
C 2.456 -0.854 4.087
P 1.838 1.134 -1.369
C 1.331 2.813 -0.863
C 0.639 2.942 0.345
C 0.142 4.171 0.750
C 0.318 5.287 -0.053
C 0.976 5.166 -1.267
C 1.476 3.938 -1.675
C 2.915 1.399 -2.821
C 2.675 0.636 -3.961
C 3.481 0.776 -5.083
C 4.529 1.682 -5.074
C 4.775 2.449 -3.942
C 3.975 2.307 -2.819
H 3.788 -0.017 -0.642
H 3.869 1.666 -0.163
H 2.508 1.250 1.837
H 3.803 0.060 1.764
H 1.303 -2.099 -1.255
H 2.596 -3.695 -2.607
H 4.597 -4.796 -1.636
H 5.294 -4.263 0.676
H 4.011 -2.636 2.016
H 0.607 -3.266 2.611
H 0.677 -4.181 4.894
H 1.870 -2.954 6.686
H 3.002 -0.818 6.160
H 2.962 0.081 3.883
H 0.435 2.065 0.951
H -0.419 4.238 1.672
H -0.081 6.246 0.254
H 1.086 6.027 -1.915
H 1.958 3.850 -2.638
H 1.851 -0.065 -3.969
H 3.273 0.184 -5.967
H 5.152 1.800 -5.953
H 5.589 3.165 -3.935
H 4.161 2.926 -1.949
Se -3.699 -0.079 -3.893
Sb -1.469 -0.095 -4.945
Se -0.539 2.073 -3.977
Se -0.351 -1.657 -3.297
Se -0.988 -0.487 -7.236
```

Computed properties:
Total charge: -1
E_tot: -12694.55327 a.u.
Lowest unoccupied orbital energy: 2.19 eV

---

Entry 5:
Computed, not measured: a structure of composition CH3NO4 at a distorted geometry, with ωB97M-V/def2-TZVPD.

```
9
CH3NO4 ωB97M-V/def2-TZVPD
C -0.183 0.320 -0.224
N 1.600 -0.028 -0.104
O -0.549 -0.869 0.270
O -2.141 -0.394 0.066
O 2.065 -0.799 -0.922
O 2.193 0.571 0.773
H -2.390 -0.471 1.005
H -0.307 0.484 -1.297
H -0.287 1.186 0.433
```

Computed properties:
E_tot: -395.35664 a.u.
Lowest unoccupied orbital energy: -1.47 eV

---

Entry 6:
Computed, not measured: a cluster of 2 separate species, C4H10O in total at a distorted geometry, with ωB97M-V/def2-TZVPD.

```
15
C4H10O ωB97M-V/def2-TZVPD
C -2.214 -1.583 -0.293
C -2.575 -0.689 0.681
H -1.802 -2.571 -0.130
H -2.413 -1.323 -1.327
H -2.190 -0.774 1.691
H -3.163 0.191 0.449
C 1.871 1.333 -0.347
O 2.448 1.660 0.864
C 0.927 0.087 -0.231
H 2.630 1.125 -1.121
H 1.288 2.140 -0.788
H 3.113 0.986 1.060
H 1.357 -0.882 -0.493
H 0.044 0.323 -0.839
H 0.679 -0.023 0.825
```

Computed properties:
Total charge: +1
2S+1: 2
E_tot: -233.21327 a.u.
Lowest unoccupied orbital energy (spin up / spin down): -4.75 / -9.95 eV

---

Entry 7:
Computed, not measured: a structure of composition C28H22F5N4O4Re at a distorted geometry, with ωB97M-V/def2-TZVPD.

```
64
C28H22F5N4O4Re ωB97M-V/def2-TZVPD
Re 0.261 -0.032 -0.157
O 1.927 -0.080 0.825
C 2.238 -0.415 2.095
C 3.397 -1.125 2.392
C 3.684 -1.424 3.712
C 2.843 -1.001 4.746
C 1.732 -0.245 4.452
C 1.414 0.060 3.121
C 0.355 0.983 2.805
N -0.105 1.157 1.615
N -0.867 2.320 1.485
C -0.994 2.541 0.232
O -0.360 1.728 -0.632
C -1.809 3.634 -0.321
C -1.666 4.009 -1.654
C -2.484 4.997 -2.185
C -3.445 5.603 -1.388
C -3.584 5.230 -0.057
C -2.767 4.249 0.480
H 4.055 -1.418 1.583
H 4.583 -1.980 3.947
H 3.078 -1.249 5.773
H 1.086 0.117 5.245
H -0.028 1.625 3.591
H -0.905 3.538 -2.263
H -2.369 5.296 -3.219
H -4.086 6.371 -1.804
H -4.333 5.705 0.564
H -2.868 3.945 1.515
O 1.917 -5.845 -3.653
C 2.414 -5.655 -2.348
C 1.854 -4.377 -1.795
C 2.192 -3.955 -0.517
C 1.717 -2.757 -0.045
N 0.913 -1.968 -0.784
C 0.519 -2.410 -1.997
C 0.985 -3.591 -2.532
C -0.474 -1.560 -2.662
C -1.019 -1.856 -3.889
C -2.003 -1.035 -4.422
C -2.618 -1.366 -5.761
O -1.669 -1.884 -6.673
C -2.395 0.058 -3.673
C -1.801 0.314 -2.451
N -0.838 -0.474 -1.947
H 2.287 -6.652 -4.023
H 3.506 -5.582 -2.334
H 2.130 -6.475 -1.681
H 2.828 -4.554 0.124
H 1.958 -2.410 0.942
H 0.679 -3.919 -3.514
H -0.687 -2.718 -4.450
H -3.145 -0.495 -6.157
H -3.357 -2.155 -5.619
H -1.095 -1.171 -6.974
H -3.166 0.733 -4.025
H -2.088 1.163 -1.855
F -0.700 -1.772 1.958
C -1.205 -1.204 0.816
F -1.555 -2.283 0.022
C -2.592 -0.592 1.216
F -2.577 -0.092 2.447
F -3.551 -1.511 1.160
F -2.928 0.389 0.359
```

Computed properties:
Total charge: +1
2S+1: 2
E_tot: -2177.62460 a.u.
Lowest unoccupied orbital energy (spin up / spin down): -3.58 / -4.10 eV

---

Entry 8:
Computed, not measured: a structure of composition C4H4LiO2 at a distorted geometry, with ωB97M-V/def2-TZVPD.

```
11
C4H4LiO2 ωB97M-V/def2-TZVPD
H -2.479 -1.155 0.150
O 2.079 0.755 0.061
C 1.543 -0.544 0.037
C 0.098 -0.481 -0.178
C -1.070 -0.700 -0.577
H 3.031 0.698 0.184
H 1.712 -1.083 0.986
H 1.977 -1.161 -0.769
C -1.891 -0.030 0.359
O -2.536 1.008 0.253
Li -2.465 2.692 -0.505
```

Computed properties:
Total charge: +1
E_tot: -312.39388 a.u.
Lowest unoccupied orbital energy: -4.48 eV

---

Entry 9:
Computed, not measured: a cluster of 3 separate species, C2H11N2O3 in total at a distorted geometry, with ωB97M-V/def2-TZVPD.

```
18
C2H11N2O3 ωB97M-V/def2-TZVPD
N 0.489 0.090 -1.560
C -0.015 -0.294 -0.145
C 1.060 0.353 0.800
N 1.065 -0.123 2.050
O 1.667 1.305 0.367
H -0.333 0.534 -2.042
H 1.160 0.861 -1.434
H 0.978 -0.639 -2.059
H -0.141 -1.372 -0.185
H -1.049 0.018 -0.264
H 0.342 -0.726 2.397
H 1.725 0.287 2.688
H -2.428 0.840 -2.924
H -1.749 2.217 -2.682
O -1.825 1.315 -2.319
H -2.252 -1.990 1.518
H -1.476 -3.184 1.620
O -1.335 -2.250 1.480
```

Computed properties:
Total charge: +1
E_tot: -417.82093 a.u.
Lowest unoccupied orbital energy: -3.07 eV

---

Entry 10:
Computed, not measured: the molecule C4H5NO, with ωB97M-V/def2-TZVPD.

```
11
C4H5NO ωB97M-V/def2-TZVPD
N 1.339 1.452 0.424
C 1.440 0.244 0.789
O 0.528 -0.691 0.481
C -0.556 -0.228 -0.309
C -1.249 -1.614 -0.931
C -2.113 -1.180 -0.128
H 2.137 1.989 0.754
H 2.240 -0.211 1.378
H -0.213 0.270 -1.216
H -1.082 0.555 0.261
H -2.885 -0.877 0.555
```

Computed properties:
E_tot: -285.23141 a.u.
Lowest unoccupied orbital energy: 0.94 eV